#A
Entry from the OMol25 dataset: the molecule C6H11P (ωB97M-V/def2-TZVPD).

Structure (ORCA input):
```
! RIJCOSX wB97M-V def2-TZVPD def2/J DEFGRID3
* xyz 0 1
H 2.303 -0.329 1.612
H -0.289 2.031 -0.635
H 0.930 -0.960 2.375
H -2.011 2.955 -1.066
C 1.340 -0.816 1.278
H 0.584 1.004 0.330
H 1.160 -1.282 -1.447
C 0.483 -0.071 0.250
H 1.689 -1.829 0.914
H -3.072 0.966 -0.100
C -0.895 -0.409 0.249
H -0.734 -2.747 0.999
C -1.393 2.051 -0.827
H 0.515 0.305 -1.995
C 1.075 -0.247 -1.180
P -1.710 -1.705 0.819
H 2.054 0.098 -1.210
C -2.030 0.984 -0.365
*
```

#B
Entry from the OMol25 dataset: a 2-piece molecular cluster, C6H11P overall (ωB97M-V/def2-TZVPD).

Structure (ORCA input):
```
! RIJCOSX wB97M-V def2-TZVPD def2/J DEFGRID3
* xyz 0 1
C -1.565 -1.334 0.078
H 2.154 2.089 1.481
C -0.904 0.883 -0.446
P 2.733 2.172 0.284
H 4.134 2.475 0.716
H 0.523 -1.842 -0.398
C 0.168 0.213 -0.118
H -2.866 0.386 0.254
C 2.788 0.395 0.075
H 3.052 -0.105 -0.934
H -1.045 1.988 -0.648
C -0.007 -1.177 0.299
H 2.936 -0.135 1.048
H -1.793 -2.229 -0.606
H -2.484 -0.103 -1.442
H -2.071 -1.614 1.023
C -2.158 -0.017 -0.490
H 0.278 -1.478 1.364
*
```

It turns out #A is the most stable, with the second structure 165.6 kJ/mol higher.

#A
Entry from the OMol25 dataset: a 2-piece molecular cluster, H2N3O2S overall (ωB97M-V/def2-TZVPD).

Structure (ORCA input):
```
! RIJCOSX wB97M-V def2-TZVPD def2/J DEFGRID3
* xyz -1 1
S -0.486 -1.920 0.507
N -0.304 -0.822 -0.608
N 0.102 0.369 -0.290
O -0.071 -1.189 -2.440
O 0.300 1.274 -1.137
H 0.172 1.647 1.313
N -0.114 0.712 1.054
H 0.401 -0.071 1.601
*
```

#B
Entry from the OMol25 dataset: an isolated ion of composition H2N3O2S and charge -1 (ωB97M-V/def2-TZVPD).

Structure (ORCA input):
```
! RIJCOSX wB97M-V def2-TZVPD def2/J DEFGRID3
* xyz -1 1
H -1.804 -0.306 0.561
N -0.172 -0.030 -0.029
N -0.953 0.799 -0.573
O -0.594 -0.908 0.816
O -2.153 0.443 -0.065
H 1.539 0.882 -0.607
N 1.217 -0.044 -0.148
S 2.921 -0.835 0.044
*
```

It turns out #B is the most stable, with the second structure 182.8 kJ/mol higher.

#A
Entry from the OMol25 dataset: an isolated ion of composition C3H8NO2 and charge -1 (ωB97M-V/def2-TZVPD).

Structure (ORCA input):
```
! RIJCOSX wB97M-V def2-TZVPD def2/J DEFGRID3
* xyz -1 1
C 1.501 -0.302 0.426
H -2.477 0.566 -0.336
H -0.295 1.662 -0.126
H 1.922 -1.197 -0.095
H 0.610 -1.086 -1.711
O -2.131 0.932 0.484
O 1.838 -0.166 1.690
N -0.269 -0.911 -1.249
C -0.693 0.855 0.495
H -0.895 -0.339 -1.803
H -0.392 1.069 1.517
H -0.407 -1.229 0.801
C -0.072 -0.446 0.132
H 1.760 0.592 -0.224
*
```

#B
Entry from the OMol25 dataset: a 2-piece molecular cluster, C3H8NO2 overall (ωB97M-V/def2-TZVPD).

Structure (ORCA input):
```
! RIJCOSX wB97M-V def2-TZVPD def2/J DEFGRID3
* xyz -1 1
H 2.547 0.655 0.056
N 1.805 1.082 0.561
O -0.324 1.924 0.438
H -1.335 -0.452 1.105
O -0.803 -1.803 -0.358
H 1.428 0.341 -1.884
C -1.572 -1.467 0.771
C 0.512 0.651 -1.386
H -0.252 1.035 -2.058
H -2.651 -1.540 0.596
H -0.573 -0.942 -0.831
H -1.302 -2.134 1.600
H 1.927 1.362 1.514
C 0.593 1.288 -0.124
*
```

#C
Entry from the OMol25 dataset: a 2-piece molecular cluster, C3H8NO2 overall (ωB97M-V/def2-TZVPD).

Structure (ORCA input):
```
! RIJCOSX wB97M-V def2-TZVPD def2/J DEFGRID3
* xyz -1 1
C 0.472 1.348 0.328
H 0.841 -2.691 -1.507
C 0.334 -2.092 -0.724
O 1.114 -1.620 0.186
C -1.010 -1.943 -0.878
H 0.128 1.079 -0.680
H 1.574 1.320 0.294
N 0.046 2.693 0.619
O -0.016 0.437 1.264
H -0.925 2.826 0.381
H 0.177 2.907 1.601
H 0.383 -0.466 0.999
H -1.601 -1.371 -0.172
H -1.516 -2.428 -1.710
*
```

It turns out #C is the most stable, with the second structure 9.3 kJ/mol higher.

#A
Entry from the OMol25 dataset: a 2-piece molecular cluster, C3H10N overall (ωB97M-V/def2-TZVPD).

Structure (ORCA input):
```
! RIJCOSX wB97M-V def2-TZVPD def2/J DEFGRID3
* xyz 1 1
C -0.090 -0.858 1.050
H -1.175 -0.931 1.216
H -0.123 2.152 1.719
H 1.616 0.496 0.679
H 0.473 -1.792 1.196
H -0.041 2.225 -0.042
C -0.331 1.589 0.805
C 0.537 0.333 0.782
H -0.573 -1.713 -1.821
H 0.390 -0.745 -0.971
H -1.383 1.305 0.775
H -0.549 -0.054 -2.178
N -0.009 -0.895 -1.966
H 0.733 -1.059 -2.634
*
```

#B
Entry from the OMol25 dataset: a 2-piece molecular cluster, C3H10N overall (ωB97M-V/def2-TZVPD).

Structure (ORCA input):
```
! RIJCOSX wB97M-V def2-TZVPD def2/J DEFGRID3
* xyz 1 1
H -0.978 -0.100 -1.535
H -0.293 -1.549 0.898
C -0.281 0.728 -1.404
N -1.061 -0.938 1.175
C 1.005 0.393 -0.697
H -0.854 1.506 -0.886
H 2.082 -0.392 0.863
H 1.585 -0.118 -1.478
H -0.023 1.054 -2.409
H -1.876 -1.241 0.636
H 1.275 1.258 1.210
H -1.364 -1.134 2.131
H -0.803 0.033 0.993
C 1.586 0.500 0.503
*
```

It turns out #A is the most stable, with the second structure 95.4 kJ/mol higher.

#A
Entry from the OMol25 dataset: a 2-piece molecular cluster, C4H11NS overall (ωB97M-V/def2-TZVPD).

Structure (ORCA input):
```
! RIJCOSX wB97M-V def2-TZVPD def2/J DEFGRID3
* xyz 0 1
H -2.525 -1.985 -0.607
H 2.335 -0.690 -0.125
H 0.814 0.691 -0.678
H -0.616 2.445 -0.460
H -1.864 -3.508 -1.392
H 2.601 -0.091 1.498
C 1.827 -0.414 0.796
H 1.360 -1.340 1.117
C -0.235 2.665 0.551
H -2.026 -2.045 -2.253
C -1.774 -2.437 -1.257
H -0.264 0.032 0.517
N 0.727 1.765 1.049
H 0.081 3.713 0.633
C 0.760 0.567 0.414
H -1.146 2.622 1.151
S -0.055 -1.990 -0.952
*
```

#B
Entry from the OMol25 dataset: a 2-piece molecular cluster, C4H11NS overall (ωB97M-V/def2-TZVPD).

Structure (ORCA input):
```
! RIJCOSX wB97M-V def2-TZVPD def2/J DEFGRID3
* xyz 0 1
H 1.999 -0.007 0.027
C 0.310 -1.868 -0.794
C 2.149 0.199 -1.012
H -3.483 0.138 0.379
H -2.246 1.528 -0.181
C -2.522 0.632 0.381
H 0.391 -1.564 0.244
H -0.069 1.003 2.384
H -0.623 -2.335 -1.096
S 0.687 -0.458 -1.827
H 2.983 -0.519 -1.091
H 0.160 1.166 0.652
H 1.065 -2.652 -0.890
H 2.487 1.183 -1.302
N -1.669 0.204 1.218
C -0.583 1.190 1.443
H -1.039 2.159 1.465
*
```

#C
Entry from the OMol25 dataset: the molecule C4H11NS (ωB97M-V/def2-TZVPD).

Structure (ORCA input):
```
! RIJCOSX wB97M-V def2-TZVPD def2/J DEFGRID3
* xyz 0 1
H 0.680 -1.358 0.419
H 1.542 0.973 -1.012
H -0.294 1.475 1.151
H -0.803 -2.590 -1.057
N -1.385 -1.174 0.436
C 0.037 0.762 0.343
H 0.222 -0.706 1.851
H -0.405 0.990 -0.543
H -2.425 -2.036 -1.083
H 1.589 3.535 -0.246
H 2.284 0.388 0.521
H -2.201 -0.502 0.488
C -0.019 -0.650 0.810
C -1.374 -1.771 -0.973
H -1.203 -1.126 -1.803
S 2.177 2.686 0.560
C 1.579 1.104 0.138
*
```

#D
Entry from the OMol25 dataset: a 2-piece molecular cluster, C4H11NS overall (ωB97M-V/def2-TZVPD).

Structure (ORCA input):
```
! RIJCOSX wB97M-V def2-TZVPD def2/J DEFGRID3
* xyz 0 1
H -3.580 1.511 2.318
H 1.226 -1.641 -0.996
H 2.709 -2.954 -3.123
H -0.953 1.315 1.849
C 3.147 -2.420 -0.694
H 3.128 -2.586 0.348
S -2.416 3.648 2.418
C -1.710 1.511 0.969
H -1.073 3.868 2.153
C 2.086 -2.185 -1.373
C -3.003 2.105 1.546
H 1.334 -1.929 -3.032
N 1.884 -2.707 -2.635
H 4.193 -2.460 -1.190
H -3.777 2.425 0.849
H -1.913 0.487 0.498
H -1.283 2.013 0.095
*
```

It turns out #B is the most stable, with the second structure 12.2 kJ/mol higher.

#A
Entry from the OMol25 dataset: the molecule C4H11NS (ωB97M-V/def2-TZVPD).

Structure (ORCA input):
```
! RIJCOSX wB97M-V def2-TZVPD def2/J DEFGRID3
* xyz 0 1
N 1.664 1.018 -0.108
H -1.176 -2.091 0.294
C 2.988 1.187 -0.630
H 3.244 0.603 -1.534
C -0.996 -1.062 -0.002
H -3.388 -1.135 0.374
H 3.163 2.226 -0.893
S -2.609 -0.209 -0.196
H 1.602 -1.088 -0.280
C 1.415 -0.301 0.458
H 0.947 1.227 -0.792
H -0.353 0.654 1.124
H 2.076 -0.438 1.307
H -0.034 -0.917 1.950
H 3.699 0.874 0.132
C -0.049 -0.391 1.000
H -0.581 -1.049 -1.001
*
```

#B
Entry from the OMol25 dataset: the molecule C4H11NS (ωB97M-V/def2-TZVPD).

Structure (ORCA input):
```
! RIJCOSX wB97M-V def2-TZVPD def2/J DEFGRID3
* xyz 0 1
H 2.292 1.225 -0.233
H 2.635 -0.891 -0.610
H -0.732 0.006 1.273
H 1.890 -1.305 0.930
H -1.624 0.313 -1.674
C 1.232 1.093 0.037
H -3.305 0.273 1.127
H -0.799 -1.427 0.117
C -1.718 0.426 -0.563
C -0.602 -0.331 0.146
H 1.431 -2.193 -0.505
H -1.628 1.504 -0.337
C 1.725 -1.202 -0.175
H 0.587 1.942 -0.196
H 1.252 1.017 1.168
N 0.766 -0.120 -0.418
S -3.403 -0.329 -0.085
*
```

It turns out #A is the most stable, with the second structure 54.0 kJ/mol higher.